Computed, not measured: a cluster of 2 separate species, C2H7OS in total, with ωB97M-V with the def2-TZVPD basis set.

Last column: natural (NBO) charge in e.
Element x y z (Å)
S: 2.03 -1.40 -1.71  -1.046
H: 2.88 -0.69 -2.49  0.098
C: -0.04 0.53 0.61  -0.059
O: 0.61 -0.62 1.07  -0.778
C: -1.53 0.27 0.34  -0.632
H: 0.44 0.89 -0.31  0.185
H: 0.08 1.34 1.33  0.129
H: 1.17 -0.94 0.33  0.513
H: -1.65 -0.18 -0.65  0.211
H: -2.05 1.22 0.38  0.180
H: -1.92 -0.41 1.09  0.199

Properties
Orbital gap ... 7.09 eV
Total charge ... -1
Molar mass ... 79.14 g mol⁻¹
Relative energy (zero: lowest compared OMol25 entry of this formula, charge and spin) ... 3.01 kcal per mole
DFT total energy ... -15071.2754 eV